{
  "formula": "C23H30FN5O4S",
  "method": "wB97M-V/def2-TZVPD",
  "species": ["C", "C", "O", "C", "C", "H", "H", "C", "N", "C", "O", "C", "C", "N", "H", "H", "C", "N", "S", "C", "O", "N", "H", "H", "C", "C", "C", "C", "C", "C", "C", "H", "H", "F", "H", "H", "H", "C", "O", "N", "H", "C", "H", "C", "H", "C", "C", "H", "C", "H", "H", "H", "H", "H", "H", "H", "H", "H", "H", "H", "H", "H", "H", "H"],
  "xyz": [[4.594646, -1.851357, -2.421729], [4.112528, -0.412204, -2.255610], [2.764160, -0.312852, -1.849235], [1.809488, -0.456970, -2.880531], [0.431322, -0.311408, -2.245284], [-0.338208, -0.254712, -3.013991], [0.424120, 0.624955, -1.683910], [0.163488, -1.475594, -1.275926], [-0.633503, -1.075013, -0.131536], [-0.094382, -0.301674, 0.852037], [-0.773515, 0.387723, 1.605621], [1.368298, -0.323223, 0.986283], [2.272710, -1.363896, 1.131126], [2.017767, -2.689821, 1.230951], [1.123132, -3.061263, 0.969217], [2.836853, -3.285272, 1.225751], [3.590576, -0.827328, 1.259861], [3.672144, 0.488682, 1.237593], [2.223749, 1.175805, 1.074564], [4.800238, -1.665568, 1.334668], [4.761857, -2.886756, 1.268674], [5.945598, -0.968116, 1.450533], [6.824226, -1.453061, 1.513328], [5.904315, 0.034922, 1.507319], [-2.083602, -1.086245, -0.328625], [-2.841451, -1.324076, 0.957081], [-4.109916, -0.784559, 1.135922], [-4.829041, -1.033698, 2.290691], [-4.265634, -1.833348, 3.266782], [-3.014656, -2.399796, 3.108503], [-2.312881, -2.146378, 1.945531], [-1.336819, -2.588664, 1.814189], [-2.605786, -3.027014, 3.884595], [-4.959438, -2.078181, 4.398146], [-5.812330, -0.616308, 2.438740], [-4.546368, -0.170110, 0.363489], [-2.298289, -1.925186, -1.003917], [-2.528655, 0.190228, -1.084248], [-2.894116, 0.141485, -2.243037], [-2.439431, 1.299795, -0.347854], [-2.065998, 1.218756, 0.595140], [-2.679945, 2.632967, -0.853034], [-3.108699, 2.513668, -1.850966], [-3.603957, 3.405016, 0.109960], [-4.037010, 2.709880, 0.829262], [-2.721922, 4.448236, 0.814996], [-1.286364, 3.999750, 0.543836], [-0.993990, 3.213632, 1.241687], [-1.371918, 3.436732, -0.870538], [-1.450324, 4.248128, -1.594946], [-0.517531, 2.815629, -1.137016], [-0.571669, 4.816760, 0.628235], [-2.884906, 5.433564, 0.375959], [-2.938691, 4.513368, 1.879583], [-4.422130, 3.878872, -0.429895], [-0.357127, -2.285874, -1.790281], [1.126973, -1.849350, -0.933825], [1.899267, -1.438105, -3.367802], [1.962095, 0.321025, -3.643344], [4.262279, 0.148084, -3.189715], [4.680560, 0.077166, -1.459309], [5.649931, -1.851751, -2.679374], [4.461360, -2.400452, -1.492840], [4.046522, -2.359648, -3.211539]],
  "atomic_forces_ev_per_a": [[-0.284, 0.354, 0.066], [0.260, -0.114, -0.042], [-0.157, -0.039, 0.031], [-0.205, 0.114, -0.031], [0.363, -0.243, -0.139], [-0.033, 0.062, 0.002], [-0.040, 0.055, -0.023], [0.399, 0.163, -0.415], [-0.213, -0.182, 0.246], [-0.166, -0.187, 0.081], [0.185, 0.172, 0.104], [0.782, 0.266, 0.206], [-0.347, 0.655, 0.111], [-0.027, -0.432, -0.065], [0.000, 0.026, -0.010], [-0.141, -0.056, -0.053], [-0.697, 0.440, -0.145], [0.462, -0.071, 0.007], [-0.301, -0.683, 0.028], [0.556, 0.086, 0.057], [-0.111, -0.159, 0.014], [0.195, 0.080, 0.018], [-0.089, -0.022, -0.006], [0.037, 0.020, 0.004], [-0.204, 0.030, -0.098], [-0.168, -0.152, 0.084], [0.186, -0.177, -0.039], [-0.038, -0.130, 0.265], [0.028, 0.046, -0.151], [-0.164, -0.011, 0.095], [-0.196, 0.062, -0.078], [0.100, -0.017, 0.012], [0.020, -0.055, 0.097], [0.050, 0.027, -0.058], [-0.105, 0.024, 0.038], [-0.066, 0.086, -0.037], [0.083, 0.268, 0.044], [0.138, -0.392, 0.296], [-0.134, -0.091, -0.423], [0.089, 0.372, 0.253], [-0.068, -0.199, -0.147], [-0.082, -0.011, -0.414], [0.056, 0.037, 0.155], [-0.083, 0.093, -0.029], [-0.078, -0.016, -0.031], [0.027, 0.029, 0.118], [-0.011, 0.168, -0.116], [0.069, -0.049, 0.079], [-0.014, -0.063, 0.057], [0.015, 0.077, -0.045], [0.018, -0.024, -0.121], [0.080, -0.018, 0.079], [0.003, 0.050, 0.032], [-0.038, 0.097, 0.032], [-0.070, -0.031, 0.021], [0.040, 0.014, 0.096], [-0.115, -0.082, -0.046], [0.025, 0.038, -0.025], [0.001, -0.108, 0.039], [0.013, 0.022, 0.097], [0.023, 0.013, -0.141], [0.143, -0.047, -0.049], [0.005, -0.097, 0.096], [-0.007, -0.091, -0.085]],
  "mulliken_charge": [-1.181, -0.550, -0.007, -1.159, 0.197, 0.551, -0.356, -1.120, 0.346, 0.478, -0.765, 0.509, -0.099, -0.262, 0.254, 0.251, 0.033, -0.665, 0.005, 0.302, -0.733, -0.324, 0.237, 0.250, 0.912, -0.133, -0.287, -0.848, 0.304, -0.858, -0.260, 0.381, 0.468, -0.343, 0.455, 0.485, 0.664, -0.499, -0.726, 0.004, 0.427, -0.175, 0.666, -0.878, 0.237, -0.735, -0.434, 0.116, -0.604, 0.387, 0.072, 0.478, 0.279, 0.407, 0.379, 0.342, 0.513, 0.388, 0.476, 0.430, 0.318, 0.408, 0.223, 0.365],
  "charge": 0
}

=====

{
  "formula": "C23H30N2O2",
  "method": "wB97M-V/def2-TZVPD",
  "species": ["C", "C", "C", "C", "C", "C", "C", "C", "C", "O", "C", "C", "O", "C", "N", "C", "C", "N", "C", "C", "C", "C", "C", "C", "C", "C", "C", "H", "H", "H", "H", "H", "H", "H", "H", "H", "H", "H", "H", "H", "H", "H", "H", "H", "H", "H", "H", "H", "H", "H", "H", "H", "H", "H", "H", "H", "H"],
  "xyz": [[-4.793024, 2.199060, 3.516786], [-3.793860, 3.059279, 3.500507], [-2.767739, 3.187596, 2.409260], [-2.798111, 2.058929, 1.419574], [-3.316954, 2.236026, 0.147693], [-3.363752, 1.192366, -0.760593], [-2.900245, -0.054672, -0.385909], [-2.376917, -0.255216, 0.879228], [-2.309544, 0.795323, 1.785293], [-1.851294, 0.673008, 3.069016], [-0.792581, -0.217350, 3.361843], [0.502824, 0.592345, 3.548477], [0.337830, 1.547707, 4.566113], [0.902408, 1.278423, 2.227161], [0.907162, 0.357233, 1.107332], [2.077334, -0.502216, 1.089653], [1.930372, -1.525413, -0.032046], [1.819599, -0.843442, -1.303130], [2.174850, -1.524866, -2.465678], [3.424427, -2.148883, -2.544096], [3.831465, -2.784330, -3.697006], [3.021414, -2.819654, -4.827179], [3.485886, -3.504254, -6.077420], [1.787102, -2.193778, -4.755511], [1.363848, -1.561548, -3.600123], [0.672634, 0.034497, -1.307411], [0.805066, 1.044225, -0.168064], [-5.498228, 2.168786, 4.329795], [-4.945906, 1.486516, 2.723539], [-3.670066, 3.765698, 4.312182], [-1.779030, 3.242797, 2.877554], [-2.933549, 4.136981, 1.889736], [-3.689411, 3.210408, -0.134854], [-3.767996, 1.350763, -1.748779], [-2.953607, -0.883555, -1.076753], [-2.037180, -1.240942, 1.157366], [-0.636255, -0.958097, 2.578588], [-1.049670, -0.715069, 4.302396], [1.299372, -0.076304, 3.889510], [-0.547137, 1.924028, 4.458487], [1.876588, 1.775455, 2.369385], [0.162793, 2.056120, 2.018785], [2.154337, -1.022368, 2.045833], [3.000979, 0.082340, 0.931342], [2.789124, -2.194761, -0.037459], [1.023581, -2.124663, 0.159330], [4.092105, -2.118849, -1.696031], [4.803629, -3.256498, -3.726912], [4.327915, -2.966532, -6.513790], [3.817187, -4.518525, -5.858778], [2.688118, -3.549234, -6.814722], [1.132220, -2.205777, -5.615928], [0.385188, -1.107497, -3.587250], [0.640155, 0.582518, -2.250014], [-0.270202, -0.519899, -1.177854], [-0.085346, 1.677438, -0.155133], [1.690088, 1.678326, -0.353345]],
  "atomic_forces_ev_per_a": [[-0.143, -0.056, 0.091], [0.130, 0.211, 0.006], [-0.016, -0.118, -0.001], [0.239, -0.007, 0.188], [0.041, -0.068, 0.004], [-0.056, -0.005, -0.146], [-0.054, 0.040, -0.029], [0.066, -0.115, 0.277], [-0.212, 0.212, -0.296], [-0.204, 0.179, -0.153], [0.730, -0.259, 0.280], [-0.358, -0.274, -0.509], [-0.091, 0.326, 0.255], [-0.017, -0.116, 0.281], [0.133, 0.113, -0.074], [-0.094, -0.282, -0.061], [0.204, 0.013, 0.270], [-0.002, 0.256, 0.222], [0.062, -0.114, -0.350], [-0.010, -0.059, 0.059], [-0.114, -0.002, 0.016], [-0.109, 0.010, -0.078], [0.049, 0.037, 0.034], [0.203, -0.119, -0.078], [-0.093, 0.103, 0.293], [0.029, 0.291, 0.056], [-0.210, -0.111, -0.217], [-0.103, 0.057, 0.175], [0.023, -0.151, -0.189], [-0.083, 0.041, 0.139], [-0.006, 0.087, -0.067], [0.112, -0.031, 0.011], [-0.029, 0.109, 0.002], [-0.044, 0.010, -0.086], [0.018, -0.073, -0.045], [0.059, -0.056, 0.036], [-0.095, 0.027, 0.047], [0.039, 0.051, -0.123], [-0.103, -0.043, -0.053], [0.104, 0.002, 0.007], [-0.074, 0.033, -0.021], [0.014, 0.013, 0.040], [0.053, -0.026, 0.000], [-0.016, -0.039, 0.037], [-0.054, 0.019, 0.006], [0.066, -0.041, 0.014], [0.059, 0.045, 0.076], [0.108, -0.041, 0.011], [0.043, -0.024, -0.101], [0.018, -0.076, -0.069], [-0.013, -0.036, -0.084], [-0.051, -0.011, -0.084], [-0.083, 0.058, 0.040], [-0.042, -0.043, 0.016], [0.030, 0.035, -0.080], [0.001, 0.016, 0.014], [-0.056, 0.002, -0.011]],
  "mulliken_charge": [-0.821, -0.199, -0.926, 0.854, -0.714, -0.807, -0.508, -0.443, 0.511, -0.394, -0.640, -0.086, -0.620, -1.039, 0.904, -0.694, -0.859, 0.185, 0.430, -0.308, -0.814, 0.901, -1.394, -1.129, -0.158, -0.945, -1.269, 0.290, 0.270, 0.355, 0.158, 0.566, 0.424, 0.408, 0.478, 0.399, 0.194, 0.394, 0.456, 0.429, 0.416, 0.224, 0.338, 0.279, 0.537, 0.171, 0.420, 0.364, 0.299, 0.345, 0.334, 0.270, 0.391, 0.650, 0.455, 0.337, 0.327],
  "charge": 0,
  "smiles": "C=CCc1ccccc1OC[C@H](O)CN1CCN(c2ccc(C)cc2)CC1"
}

=====

{
  "formula": "C23H30N2O3",
  "method": "wB97M-V/def2-TZVPD",
  "species": ["C", "O", "C", "C", "N", "C", "O", "C", "C", "C", "C", "C", "O", "C", "C", "C", "N", "C", "C", "C", "C", "C", "C", "C", "C", "C", "C", "C", "H", "H", "H", "H", "H", "H", "H", "H", "H", "H", "H", "H", "H", "H", "H", "H", "H", "H", "H", "H", "H", "H", "H", "H", "H", "H", "H", "H", "H", "H"],
  "xyz": [[-3.861994, -4.124330, -0.740694], [-4.580756, -2.923160, -0.641653], [-5.151050, -2.722435, 0.634993], [-5.929528, -1.407439, 0.608492], [-5.055593, -0.300313, 0.317083], [-4.735654, 0.644617, 1.233270], [-5.259979, 0.703158, 2.328645], [-3.724082, 1.638494, 0.763427], [-3.888452, 2.968273, 1.124947], [-2.970964, 3.912557, 0.696485], [-1.887868, 3.532659, -0.067640], [-1.694417, 2.191480, -0.411334], [-0.593753, 1.942171, -1.166405], [-0.192534, 0.609500, -1.441925], [0.841685, 0.680545, -2.565779], [2.112281, 1.372357, -2.082568], [2.668397, 0.659453, -0.948055], [3.968961, 1.192276, -0.564686], [4.638262, 0.339668, 0.479976], [4.902962, 0.865399, 1.736858], [5.521800, 0.106306, 2.714392], [5.879447, -1.200365, 2.437859], [5.617633, -1.732915, 1.187734], [5.000841, -0.980434, 0.197821], [4.742207, -1.571953, -1.153115], [1.733068, 0.678667, 0.161524], [0.448785, -0.051800, -0.217472], [-2.623512, 1.245480, 0.006482], [-3.027220, -4.149015, -0.028835], [-3.475370, -4.174297, -1.756645], [-4.507922, -4.990653, -0.552830], [-5.827195, -3.553039, 0.886386], [-4.359606, -2.676023, 1.398634], [-6.378280, -1.217973, 1.585753], [-6.710191, -1.467873, -0.155485], [-4.571376, -0.339036, -0.565020], [-4.735084, 3.243881, 1.733464], [-3.098930, 4.950728, 0.963620], [-1.163038, 4.254853, -0.409636], [-1.056852, 0.022594, -1.787330], [1.077511, -0.334894, -2.885509], [0.425326, 1.230918, -3.410087], [2.851648, 1.373976, -2.888031], [1.875617, 2.419651, -1.826641], [3.881305, 2.228856, -0.192068], [4.591747, 1.212036, -1.465099], [4.620836, 1.886738, 1.952914], [5.721011, 0.533734, 3.685980], [6.361585, -1.804216, 3.192660], [5.899895, -2.754567, 0.974459], [5.405026, -1.120716, -1.892104], [3.718218, -1.369973, -1.457276], [4.918278, -2.644723, -1.144982], [2.199785, 0.179354, 1.013716], [1.485951, 1.714185, 0.458979], [0.677805, -1.089830, -0.461413], [-0.238084, -0.032511, 0.630316], [-2.488596, 0.199945, -0.226556]],
  "atomic_forces_ev_per_a": [[0.081, -0.079, 0.006], [-0.181, 0.286, -0.003], [-0.206, 0.168, 0.120], [0.157, -0.424, 0.129], [0.074, -0.261, -0.323], [-0.074, -0.038, -0.196], [-0.049, 0.114, 0.234], [0.201, 0.406, 0.147], [-0.148, -0.234, 0.041], [0.030, -0.062, -0.038], [0.145, -0.186, -0.085], [-0.196, 0.289, 0.132], [0.049, 0.193, -0.036], [0.073, -0.704, -0.172], [-0.127, 0.337, 0.238], [-0.074, -0.117, -0.226], [-0.012, 0.186, 0.034], [-0.036, -0.049, -0.037], [0.079, 0.112, 0.083], [0.007, 0.013, -0.062], [0.043, -0.001, 0.122], [0.032, 0.012, 0.092], [-0.018, -0.014, -0.005], [-0.015, -0.018, 0.034], [0.006, -0.076, -0.023], [-0.153, -0.235, 0.142], [-0.067, 0.419, 0.002], [0.138, -0.097, -0.148], [-0.012, -0.016, -0.034], [0.040, -0.090, 0.033], [0.030, 0.011, -0.018], [0.048, 0.051, -0.018], [-0.080, 0.001, -0.045], [-0.022, -0.059, -0.144], [-0.002, -0.017, 0.116], [0.007, 0.169, 0.079], [-0.074, 0.015, 0.074], [-0.011, 0.090, 0.009], [0.093, 0.078, -0.037], [0.091, 0.129, 0.054], [-0.005, -0.031, -0.026], [-0.047, -0.044, -0.044], [-0.016, 0.062, 0.036], [0.096, -0.008, -0.030], [0.045, -0.054, -0.060], [-0.034, 0.081, 0.010], [-0.046, 0.098, -0.004], [0.013, 0.029, 0.081], [0.036, -0.049, 0.059], [0.013, -0.093, -0.044], [0.037, 0.000, -0.141], [0.006, -0.064, -0.091], [0.050, -0.068, -0.040], [-0.085, 0.088, -0.010], [0.076, -0.034, 0.041], [-0.025, -0.060, 0.016], [-0.032, -0.072, -0.003], [0.046, -0.087, -0.025]],
  "mulliken_charge": [-0.753, -0.313, -0.411, -0.952, -0.184, 0.247, -0.679, 0.633, -0.745, -0.613, -0.673, 0.335, -0.298, -0.104, -1.059, -0.954, 0.509, -1.220, 0.529, -0.514, -0.659, -0.572, -0.714, 1.043, -1.293, -0.807, -0.660, -0.289, 0.308, 0.243, 0.308, 0.425, 0.337, 0.419, 0.327, 0.282, 0.482, 0.397, 0.450, 0.339, 0.368, 0.462, 0.388, 0.387, 0.392, 0.447, 0.361, 0.391, 0.386, 0.370, 0.270, 0.155, 0.406, 0.515, 0.208, 0.453, 0.393, 0.500],
  "charge": 0,
  "smiles": "COCCNC(=O)c1cccc(OC2CCN(Cc3ccccc3C)CC2)c1"
}

=====

For the records above, the corresponding calculated total energy values read -1967.30446 -1154.37938 -1229.66744 hartree.